Entry 1:
{"formula": "C30H37N7O4V", "method": "ωB97M-V with the def2-TZVPD basis set", "symbols": ["C", "H", "C", "N", "H", "H", "H", "C", "H", "C", "H", "C", "N", "O", "N", "H", "N", "N", "C", "H", "C", "C", "H", "H", "C", "H", "N", "H", "H", "C", "H", "C", "C", "H", "C", "H", "C", "C", "H", "O", "C", "H", "C", "N", "H", "H", "H", "O", "C", "H", "C", "H", "H", "C", "H", "H", "H", "C", "O", "C", "C", "C", "C", "H", "H", "V", "H", "C", "H", "C", "H", "H", "C", "H", "C", "H", "C", "H", "H"], "positions_angstrom": [[-3.90, -1.10, 1.38], [-2.25, 4.97, 1.74], [-2.93, 0.82, -2.69], [1.09, 2.01, -0.25], [-2.00, 1.76, 6.53], [6.56, 4.42, -1.10], [0.00, 1.38, 7.79], [2.01, 1.69, -1.15], [-0.04, -5.27, 0.36], [-2.26, 4.14, 1.06], [-1.24, -4.68, -1.74], [3.60, 3.20, -0.01], [-0.06, 1.45, -0.22], [0.62, 0.11, -2.25], [-0.85, -3.30, 0.47], [2.99, -2.42, -0.51], [-1.62, -0.62, 0.83], [0.01, -3.44, -3.83], [-3.38, 2.82, -0.64], [-0.25, 3.50, 1.57], [0.18, -3.16, -2.36], [-2.28, 1.97, -0.69], [5.96, 3.08, -3.08], [2.20, -4.62, -0.12], [4.12, 2.35, -2.24], [-0.49, -2.33, -2.08], [-1.41, 0.28, 5.21], [2.92, 3.24, 0.82], [2.34, 0.23, -4.24], [4.80, 3.89, 0.00], [-0.96, -3.70, -4.06], [-3.35, 3.90, 0.24], [-1.15, 2.24, 0.11], [4.42, 1.51, -4.20], [3.25, 2.42, -1.12], [-0.65, -0.33, 4.99], [1.91, -2.55, -0.61], [-2.83, -1.09, 0.50], [1.97, -0.62, 0.04], [-2.13, 0.88, -1.51], [3.75, 1.55, -3.35], [0.96, -1.57, 0.88], [-2.41, 0.59, 4.36], [1.25, -1.34, -0.06], [-4.53, -0.52, 3.36], [-2.83, 1.75, -3.26], [1.66, -3.65, 1.24], [-0.06, 1.08, 6.88], [1.70, 0.82, -2.26], [0.27, -2.63, -4.41], [1.52, -3.82, 0.17], [-2.93, -1.49, -0.50], [-4.20, 4.57, 0.27], [-1.14, 3.32, 0.98], [1.87, -1.85, -2.65], [-1.86, 0.13, 7.26], [-3.98, 0.64, -2.45], [2.59, 0.81, -3.36], [-3.29, 1.38, 4.60], [-1.44, -0.14, 2.07], [0.08, -4.28, -0.09], [5.31, 3.10, -2.21], [1.63, -2.76, -2.11], [-0.46, 0.25, 2.31], [-4.87, -1.46, 1.07], [-0.44, -0.22, -0.82], [5.07, 4.47, 0.87], [-1.39, 0.84, 6.55], [-1.81, -3.63, 0.33], [-2.46, -0.11, 3.02], [-0.74, -3.30, 1.48], [-2.55, 0.00, -3.29], [-0.18, -4.43, -1.60], [0.62, -4.23, -4.09], [-3.72, -0.58, 2.65], [2.29, -3.56, -2.45], [5.64, 3.85, -1.11], [-4.24, 2.68, -1.27], [0.41, -5.27, -1.96]], "lowdin_spin": [0.001, 0.000, 0.003, 0.026, 0.000, -0.001, 0.000, -0.010, 0.000, 0.002, 0.000, -0.005, -0.071, -0.006, 0.001, 0.000, 0.004, 0.000, 0.002, 0.000, 0.001, -0.006, 0.001, 0.000, -0.002, 0.002, 0.000, -0.001, 0.000, 0.013, 0.000, -0.009, 0.002, 0.002, 0.008, 0.000, 0.001, 0.010, 0.002, 0.011, 0.037, 0.002, 0.000, 0.002, 0.000, 0.000, 0.000, 0.000, 0.026, 0.000, 0.000, 0.003, 0.000, -0.007, 0.000, 0.000, 0.000, 0.000, 0.000, 0.003, 0.000, 0.012, 0.000, 0.000, 0.000, 1.944, 0.001, 0.000, 0.000, 0.000, 0.000, 0.001, 0.000, 0.000, 0.003, 0.000, -0.008, 0.000, 0.000], "homo_lumo_gap_ev": [6.284, 6.318], "total_energy_ha": -2792.77691, "charge": 3, "homo_ev": [-15.59, -15.70], "s2": 2.05, "e_above_lowest_ev": 1.839, "multiplicity": 3, "e_lumo_ev": [-9.31, -9.38]}

Entry 2:
{"formula": "C30H38AsCl2N4O3RhSi3", "method": "ωB97M-V with the def2-TZVPD basis set", "symbols": ["H", "C", "Rh", "H", "H", "H", "N", "N", "C", "C", "H", "C", "H", "H", "Si", "N", "C", "H", "C", "H", "C", "C", "H", "C", "H", "C", "C", "H", "C", "H", "C", "H", "C", "C", "C", "Si", "H", "H", "C", "H", "Si", "H", "N", "H", "C", "O", "C", "C", "H", "C", "H", "H", "C", "H", "C", "H", "As", "H", "H", "H", "H", "C", "H", "H", "O", "Cl", "H", "H", "C", "C", "H", "C", "C", "Cl", "O", "H", "C", "C", "H", "H", "H", "H"], "positions_angstrom": [[-5.01, -3.10, -2.75], [1.15, 2.77, -1.73], [0.13, 0.21, -1.38], [-1.50, -0.17, 4.38], [-2.29, 2.02, -1.57], [1.52, 0.52, 4.20], [-0.05, -1.87, -1.55], [-3.60, -5.23, -2.59], [2.31, 1.98, -1.90], [-4.51, -0.41, -2.35], [-0.97, -3.16, 0.53], [-3.18, -0.71, 1.62], [-2.79, 2.32, 0.75], [-1.94, 1.95, 3.75], [-0.54, 2.55, 1.78], [2.14, 0.63, -1.72], [-4.05, 0.86, -2.10], [-3.42, 0.25, 2.08], [3.18, -0.16, -1.95], [5.24, -0.38, -2.47], [-1.68, -3.60, -2.09], [-2.71, 1.04, -1.74], [-4.69, 1.72, -2.18], [-0.65, -4.56, -2.04], [1.64, 3.51, 2.43], [-1.27, -1.14, 3.96], [4.63, 1.67, -2.44], [-1.83, -3.67, 1.98], [-3.99, -2.85, -2.50], [3.76, -2.11, 1.84], [2.16, -0.24, 3.76], [3.23, 1.69, 0.45], [-1.05, -3.00, 1.61], [-0.96, 2.38, 3.59], [3.55, 2.55, -2.25], [2.33, -0.13, 1.90], [-0.29, -1.45, 4.31], [-3.31, -0.61, 0.54], [4.44, 0.32, -2.30], [-0.23, 1.81, 4.17], [-1.46, -1.25, 2.11], [1.50, 3.52, 0.66], [-1.86, 0.03, -1.62], [3.28, -1.68, 0.21], [0.62, -4.15, -1.71], [0.00, 2.17, -1.42], [0.95, 3.65, 1.59], [-3.07, -3.84, -2.40], [3.16, -0.12, 4.19], [-2.30, -1.23, -1.90], [-5.54, -0.58, -2.62], [5.60, 2.07, -2.70], [-3.62, -1.49, -2.26], [1.79, -1.22, 4.07], [1.26, 4.14, -1.92], [-0.11, -3.32, 2.07], [0.09, 0.30, 1.05], [-3.91, -1.44, 1.98], [-2.00, -1.85, 4.36], [2.15, -2.55, 1.28], [1.43, -4.87, -1.65], [-2.06, 3.12, 0.88], [3.45, 2.06, 2.15], [4.49, 0.88, 1.37], [-2.93, -6.14, -2.16], [5.12, 4.69, -2.83], [1.86, -2.49, -1.17], [2.54, 5.80, -2.40], [0.88, -2.81, -1.46], [3.47, 1.26, 1.41], [3.02, -1.22, -1.86], [3.62, 3.96, -2.42], [-1.32, -2.27, -1.84], [-0.12, 5.14, -1.76], [-4.70, -5.33, -3.08], [0.60, 4.69, 1.63], [2.50, 4.73, -2.26], [2.92, -1.77, 1.23], [-1.81, 3.55, -0.09], [-0.97, 3.39, 4.00], [-2.54, 3.89, 1.49], [-0.85, -5.60, -2.24]], "lowdin_charge": [0.145, -0.392, 0.910, 0.020, 0.098, 0.020, -0.012, -0.329, -0.166, 0.051, -0.005, -0.185, 0.018, 0.033, 0.368, -0.015, 0.014, 0.035, -0.111, 0.125, -0.047, -0.069, 0.131, 0.056, 0.038, -0.181, 0.026, 0.057, 0.100, 0.057, -0.192, 0.005, -0.181, -0.201, -0.164, 0.358, 0.020, 0.002, -0.005, 0.015, 0.356, 0.011, -0.023, 0.001, 0.012, -0.285, -0.181, -0.033, 0.056, -0.153, 0.142, 0.110, -0.109, 0.030, -0.579, 0.039, 0.952, 0.054, 0.059, 0.022, 0.132, -0.197, 0.038, 0.055, 0.103, 0.769, 0.074, 0.121, -0.096, -0.183, 0.086, -0.591, -0.150, 0.785, 0.126, 0.056, -0.087, -0.195, -0.010, 0.057, 0.057, 0.122], "homo_lumo_gap_ev": 5.938, "total_energy_ha": -5745.54061, "charge": 2, "homo_ev": -13.08, "e_lumo_ev": -7.14}